# 1
Formula: C18H54HfN2O14S
Source: the Open Molecules 2025 dataset
Level of theory: the ωB97M-V functional and the def2-TZVPD basis

Each line ends with the Mulliken charge.
Geometry (Å):
Hf  1.469  -1.373  -2.732  1.51
S  0.991  0.717  1.925  1.24
O  0.131  0.374  0.842  -0.25
O  1.028  2.173  2.214  -0.39
O  0.787  -0.141  3.066  -0.38
O  2.098  0.234  1.144  -0.27
C  -6.267  3.758  -1.646  -0.55
O  -5.347  2.853  -1.103  -0.48
H  -7.112  3.981  -0.994  0.29
H  -5.798  4.725  -1.829  0.26
H  -6.710  3.371  -2.563  0.19
H  -5.176  3.060  -0.181  0.29
C  -3.355  -3.756  6.039  -0.56
O  -2.673  -2.675  6.604  -0.46
H  -3.785  -3.631  5.045  0.25
H  -2.876  -4.735  6.003  0.26
H  -4.165  -4.015  6.720  0.24
H  -1.963  -2.398  6.020  0.27
C  1.710  1.726  8.988  -0.52
O  2.413  2.354  10.062  -0.48
H  1.338  0.727  9.214  0.25
H  0.868  2.298  8.596  0.26
H  2.318  1.590  8.093  0.24
H  2.578  3.282  9.880  0.30
C  3.298  -4.821  6.320  -0.52
O  3.100  -4.485  4.920  -0.49
H  3.784  -5.787  6.456  0.23
H  3.951  -4.151  6.879  0.25
H  2.318  -4.907  6.791  0.24
H  2.565  -3.693  4.836  0.29
C  4.854  7.014  3.305  -0.47
O  3.962  6.346  4.158  -0.48
H  5.783  6.449  3.229  0.22
H  4.416  7.205  2.326  0.24
H  5.010  7.977  3.792  0.20
H  3.524  5.668  3.639  0.28
C  -1.654  8.023  1.840  -0.50
O  -1.894  6.659  1.882  -0.48
H  -0.949  8.240  1.037  0.23
H  -2.573  8.597  1.728  0.22
H  -1.162  8.321  2.766  0.24
H  -1.059  6.234  2.093  0.29
C  -0.975  -3.971  -1.118  -0.71
O  0.437  -4.014  -1.460  -0.17
C  0.900  -5.306  -1.097  -0.66
C  2.397  -5.617  -1.374  -0.81
N  3.128  -4.359  -1.186  -0.20
C  4.532  -4.689  -1.661  -0.85
C  5.331  -3.331  -1.652  -0.66
O  4.642  -2.269  -2.355  -0.18
C  5.652  -1.298  -2.794  -0.80
H  -1.322  -2.949  -1.274  0.23
H  -1.148  -4.301  -0.093  0.31
H  -1.581  -4.466  -1.877  0.35
H  0.258  -6.136  -1.390  0.42
H  0.896  -5.192  -0.013  0.40
H  2.445  -6.137  -2.330  0.47
H  2.701  -6.393  -0.672  0.38
H  3.321  -4.304  -0.196  0.23
H  4.541  -5.124  -2.660  0.41
H  5.041  -5.443  -1.061  0.42
H  6.309  -3.537  -2.087  0.43
H  5.563  -3.050  -0.625  0.41
H  6.485  -1.725  -3.351  0.32
H  6.129  -0.796  -1.952  0.35
H  5.251  -0.512  -3.434  0.28
C  0.324  3.031  -3.287  -0.67
O  -0.322  1.914  -3.965  -0.28
C  -1.393  2.535  -4.784  -0.70
C  -2.066  1.410  -5.668  -0.68
N  -2.480  0.251  -4.822  -0.23
C  -3.089  -0.815  -5.666  -0.77
C  -4.557  -0.641  -6.041  -0.49
O  -5.219  -0.381  -4.833  -0.30
C  -6.618  -0.316  -4.983  -0.80
H  -0.400  3.671  -2.784  0.31
H  0.943  3.638  -3.948  0.32
H  1.040  2.585  -2.596  0.17
H  -1.014  3.279  -5.485  0.39
H  -2.139  2.982  -4.127  0.43
H  -1.414  1.111  -6.489  0.42
H  -2.981  1.876  -6.032  0.33
H  -3.241  0.586  -4.249  0.35
H  -3.018  -1.804  -5.212  0.33
H  -2.522  -0.983  -6.582  0.40
H  -4.857  -1.617  -6.421  0.40
H  -4.748  0.197  -6.710  0.33
H  -6.944  -0.444  -3.951  0.24
H  -7.010  -1.128  -5.595  0.34
H  -6.983  0.592  -5.464  0.30

Forces on the atoms, in the same order (eV/Å):
Hf 0.3 -1.7 0.7
S -0.2 4.3 6.8
O -2.6 -0.7 -3.8
O -0.2 -2.8 -0.8
O 0.2 0.3 0.0
O 2.8 -1.2 -2.2
C -0.6 1.0 0.1
O 0.4 -0.8 0.0
H -0.1 -0.2 0.3
H 0.1 0.1 -0.3
H 0.4 -0.2 0.0
H -0.1 0.2 0.0
C -1.2 -1.4 0.4
O 0.4 0.1 -0.2
H 0.0 0.6 -0.1
H 1.1 0.2 0.0
H -0.3 0.5 0.0
H 0.0 0.0 0.0
C 0.1 0.4 -0.7
O -0.5 -0.9 -0.3
H 0.2 0.2 0.8
H -0.3 0.3 0.5
H 0.6 0.0 0.0
H -0.1 0.0 -0.3
C -0.5 0.0 -0.2
O 0.7 -0.5 0.5
H -0.1 -0.1 -0.8
H -0.2 0.5 -0.3
H 0.1 0.2 0.3
H 0.0 0.0 0.4
C 0.1 0.5 0.3
O -0.8 -0.6 0.1
H 0.2 0.2 -0.2
H 0.1 0.0 -0.2
H 0.4 0.0 -0.2
H -0.1 -0.1 0.2
C 0.9 1.0 0.3
O -0.6 -1.4 -0.1
H -0.1 0.4 -0.3
H 0.0 -0.3 -0.1
H -0.1 0.4 0.2
H -0.1 -0.1 0.0
C -0.1 1.0 -1.0
O -0.8 0.8 -1.4
C 1.6 -0.4 2.1
C -2.5 0.3 -0.1
N 2.1 -1.8 -1.4
C 0.1 2.6 -0.6
C -0.3 -1.6 0.2
O 0.9 0.4 -0.5
C 0.2 0.3 0.2
H 0.3 0.4 0.6
H 0.0 -0.1 -0.2
H 0.2 -0.9 0.3
H -0.2 0.3 -0.3
H -0.4 -0.7 0.4
H 0.7 0.9 -0.5
H 0.0 0.1 0.3
H -0.6 0.5 0.5
H -0.4 0.3 -0.2
H 0.0 0.2 0.5
H -0.1 0.2 -0.4
H -0.4 0.3 0.2
H -0.3 -0.6 -0.1
H -0.3 -0.1 0.4
H -0.6 -0.3 0.1
C 0.4 -1.0 -0.2
O -0.5 2.2 -0.4
C 0.0 -2.7 -0.6
C -0.1 0.7 2.0
N 0.3 -0.4 -1.6
C 0.4 -0.3 -0.3
C 0.7 0.3 0.9
O 0.1 0.0 -0.2
C -0.3 -0.4 0.6
H 0.0 -0.2 0.1
H -0.3 0.0 -0.4
H -0.2 0.1 0.4
H 0.4 0.1 0.3
H 0.1 0.0 0.2
H -0.1 -0.1 0.1
H 0.1 0.2 -0.6
H -0.1 0.0 0.6
H 0.0 0.2 0.7
H 0.2 0.5 -0.1
H -0.4 0.1 -0.6
H 0.1 -0.2 -0.5
H -0.7 0.3 -0.3
H 0.1 -0.4 0.1
H 0.2 0.4 0.3

ΔE to the lowest compared entry with this formula, charge and spin in eV: 18.033
HOMO level in eV: -12.8
Molar mass in u: 733.2
Net charge: +2

# 2
Formula: C10H20NO2
Source: the Open Molecules 2025 dataset
Level of theory: the ωB97M-V functional and the def2-TZVPD basis

Each line ends with the Mulliken charge.
Geometry (Å):
O  -2.625  1.721  0.800  -0.45
O  -0.498  0.956  1.262  -0.42
C  -2.302  0.340  2.850  -1.33
C  -1.867  1.901  -0.427  -0.85
C  -1.761  1.320  1.911  0.33
C  -0.992  -0.493  -0.657  -0.92
C  0.547  1.380  -0.847  -0.97
C  -0.746  0.910  -0.189  1.22
C  1.727  -1.184  -2.190  -0.80
C  2.380  -1.841  0.072  -0.81
C  0.162  -1.429  -0.290  -0.85
C  1.707  0.460  -0.390  -0.77
N  1.498  -0.955  -0.727  0.25
H  -2.728  -0.631  2.415  0.27
H  -1.665  0.248  3.801  0.30
H  -3.186  0.824  3.118  0.44
H  -1.405  2.873  -0.392  0.39
H  -2.458  1.772  -1.333  0.37
H  -1.618  2.151  2.564  0.29
H  -1.857  -0.949  -0.166  0.39
H  -1.197  -0.625  -1.743  0.37
H  0.392  1.460  -1.948  0.23
H  0.974  2.327  -0.500  0.56
H  1.487  -2.207  -2.577  0.32
H  1.203  -0.456  -2.826  0.32
H  2.841  -0.997  -2.319  0.38
H  2.175  -1.701  1.179  0.38
H  3.394  -1.664  -0.357  0.37
H  2.052  -2.927  -0.074  0.35
H  -0.057  -2.341  -0.765  0.37
H  0.094  -1.659  0.818  0.43
H  2.637  0.912  -0.778  0.36
H  1.693  0.503  0.704  0.48

Forces on the atoms, in the same order (eV/Å):
O -0.3 -0.7 0.3
O -1.3 0.0 -0.9
C -0.3 -2.8 0.2
C 0.3 -0.6 2.5
C 1.1 0.6 -2.6
C -0.3 -1.4 -0.2
C 0.9 -0.6 -0.1
C 1.1 1.1 0.2
C 1.7 0.0 -1.0
C 0.7 -1.5 0.2
C -2.2 1.0 1.3
C -0.6 1.5 0.1
N -0.5 -1.6 0.0
H 1.3 1.0 0.6
H -0.8 -0.1 -1.7
H -1.7 0.8 1.1
H -0.1 0.7 -0.3
H -0.2 -0.2 0.3
H 0.8 1.3 -0.1
H -0.1 0.3 0.0
H 0.2 0.7 0.5
H 0.3 -0.2 0.7
H -0.9 0.3 0.0
H 0.1 0.8 0.9
H 0.0 -0.2 0.6
H -1.4 -0.3 -0.1
H 0.9 0.5 -1.4
H -0.4 -0.4 1.2
H 0.6 1.5 -0.3
H 0.2 -1.3 -0.7
H 0.7 0.7 -1.2
H -0.1 -1.0 0.1
H 0.2 0.1 -0.2

ΔE to the lowest compared entry with this formula, charge and spin in eV: 2.106
HOMO level in eV: -13.0
Molar mass in u: 186.3
Net charge: +1
SMILES: C[C@@H]1OCC2(CC[N+](C)(C)CC2)O1

# 3
Formula: C5H7NO
Source: the Open Molecules 2025 dataset
Level of theory: the ωB97M-V functional and the def2-TZVPD basis

Each line ends with the Mulliken charge.
Geometry (Å):
C  -1.656  -1.091  0.088  -1.24
C  -0.290  -0.552  0.208  0.20
C  0.236  0.641  -0.142  0.84
N  -0.483  1.741  -0.677  -0.63
C  1.686  0.599  0.036  -0.84
C  1.855  -0.647  0.621  -0.08
O  0.700  -1.317  0.757  -0.33
H  -2.161  -1.077  1.056  0.28
H  -2.203  -0.445  -0.606  0.32
H  -1.655  -2.116  -0.293  0.32
H  0.145  2.378  -1.167  0.33
H  -0.824  2.269  0.120  0.25
H  1.530  0.494  -1.082  0.15
H  2.707  -1.178  1.035  0.42

Forces on the atoms, in the same order (eV/Å):
C -0.2 -0.1 0.1
C -0.3 0.3 0.2
C -0.8 -0.3 0.6
N 0.0 0.1 0.1
C -0.7 -0.6 -0.7
C -0.1 -0.2 -0.2
O 0.1 0.1 0.5
H -0.2 -0.1 -0.1
H 0.0 -0.1 0.1
H 0.0 0.1 0.0
H 0.0 -0.2 0.1
H -0.2 0.1 -0.2
H 2.5 0.9 -0.3
H -0.1 0.1 -0.4

ΔE to the lowest compared entry with this formula, charge and spin in eV: 3.637
HOMO level in eV: -8.4
Molar mass in u: 97.1
SMILES: Cc1occc1N

# 4
Formula: C15H26ClF4N4O9P2S2
Source: the Open Molecules 2025 dataset
Level of theory: the ωB97M-V functional and the def2-TZVPD basis

Each line ends with the Mulliken charge.
Geometry (Å):
C  3.280  -1.541  0.372  -0.66
C  3.321  -1.063  -1.166  0.06
O  4.344  -0.026  -1.255  -0.46
C  3.755  1.240  -1.617  -0.67
C  3.032  1.960  -0.384  -0.29
C  1.575  2.448  -0.810  -1.01
C  0.436  1.424  -0.296  0.75
C  -0.779  1.567  -1.285  -1.26
C  -2.232  1.232  -0.799  1.47
C  -2.982  1.998  0.365  -0.85
C  -2.084  2.557  1.558  -1.35
C  -3.116  1.695  -2.087  -0.60
P  -3.199  3.467  -2.675  0.12
O  -2.257  3.497  -4.107  -0.48
Cl  -2.197  4.820  -1.399  -0.22
C  -4.512  1.064  -1.704  0.34
O  -5.628  1.472  -1.848  -0.53
N  -4.148  -0.218  -1.064  -0.16
C  -2.712  -0.319  -0.787  -0.30
P  -2.054  -1.512  -2.111  0.67
N  -2.613  -1.275  -3.595  -0.95
N  -2.160  -0.777  0.536  0.87
C  -3.105  -1.139  1.565  0.41
O  -4.154  -1.673  1.473  -0.41
F  -2.651  -0.893  2.877  -0.28
C  -1.224  -1.892  0.500  -0.10
O  -0.053  -1.857  0.433  -0.23
F  -1.813  -3.172  0.663  -0.28
H  3.059  -2.633  0.411  0.30
H  2.470  -1.003  0.942  0.05
H  4.301  -1.339  0.806  0.37
H  2.346  -0.618  -1.524  -0.08
H  3.544  -1.932  -1.864  0.33
H  4.624  1.885  -1.974  0.31
H  3.067  1.146  -2.510  0.33
H  2.936  1.271  0.508  0.29
H  3.647  2.875  -0.122  0.35
H  1.545  2.551  -1.946  0.40
H  1.374  3.503  -0.432  0.26
H  0.943  0.420  -0.340  -0.81
H  0.279  1.681  0.780  0.26
H  -0.552  0.837  -2.138  0.40
H  -0.661  2.575  -1.796  -0.02
H  -3.777  1.372  0.896  0.49
H  -3.588  2.904  0.035  0.45
H  -1.452  1.765  2.049  0.25
H  -1.470  3.449  1.228  0.21
H  -2.818  2.912  2.352  0.43
H  -2.502  1.216  -2.920  0.55
H  -1.326  3.690  -3.857  0.32
H  -4.503  -1.053  -1.552  0.54
H  -2.376  -2.889  -1.821  0.16
H  -0.616  -1.487  -2.225  0.07
H  -3.268  -0.495  -3.572  0.29
N  3.325  -3.049  4.511  -0.31
S  3.408  -4.201  5.586  1.07
O  4.634  -4.946  5.648  -0.59
O  2.202  -4.930  5.860  -0.59
F  3.529  -3.305  6.905  -0.28
S  3.271  -3.610  3.044  1.05
O  3.523  -2.601  2.031  -0.50
O  2.227  -4.541  2.719  -0.64
F  4.585  -4.504  2.928  -0.29

Forces on the atoms, in the same order (eV/Å):
C -0.5 1.4 -4.3
C -0.1 0.0 1.1
O -1.4 0.6 -1.1
C 1.0 0.2 0.4
C -0.5 0.5 -0.8
C 0.1 0.0 0.2
C 1.7 1.0 -0.8
C 1.1 -1.1 0.4
C -2.2 1.1 -2.9
C 0.4 0.5 2.4
C -0.7 0.1 0.2
C 1.7 -0.3 0.7
P -1.3 0.7 -1.7
O 0.4 0.0 2.5
Cl 0.2 -0.8 -0.3
C 1.6 -0.7 -0.6
O 1.0 -0.5 0.1
N 0.3 -0.1 0.0
C 1.1 1.4 -0.4
P 0.3 -0.1 -3.5
N -0.2 0.6 1.5
N -1.0 -2.2 1.9
C -0.7 -0.4 1.8
O 0.4 0.7 -0.6
F 0.2 0.1 -2.5
C 0.5 -1.4 0.8
O -0.6 0.5 -0.4
F 0.1 2.1 -0.2
H 0.0 1.5 -1.3
H 1.0 -0.4 -0.7
H -1.3 0.0 -1.0
H 0.8 -0.5 0.4
H 0.1 1.1 0.8
H -1.0 -0.7 0.5
H 0.5 -0.1 1.0
H 0.4 0.8 -1.0
H -0.6 -1.2 0.0
H 0.0 -0.3 1.3
H 0.1 -1.3 -0.3
H -1.0 0.8 0.1
H -0.3 -0.4 -1.0
H -0.4 0.8 1.0
H -0.7 -1.0 1.0
H 1.1 0.4 -1.0
H 0.9 -1.2 -0.1
H -0.6 0.8 -0.7
H -0.5 -1.2 0.4
H 1.0 -0.3 -0.9
H -1.6 0.2 0.5
H -0.5 -0.3 -0.5
H -0.4 0.7 0.6
H 0.4 0.8 0.9
H -0.7 -0.1 0.9
H 0.0 -0.3 -0.5
N 0.1 -0.4 -0.4
S 0.0 -1.4 3.0
O -0.3 0.4 -0.7
O 0.1 0.4 -0.8
F 0.0 0.6 -0.5
S 0.3 -0.2 -2.1
O 0.3 -2.5 6.4
O 0.1 0.3 0.6
F 0.0 0.0 0.2

HOMO level in eV: -6.7
Molar mass in u: 643.9
Net charge: -1

- What is the HOMO level in the third record?
  -8.4 eV

- molar mass of number 2 (C10H20NO2)?
  186.3 u

- Look up the molar mass of the first one.
  733.2 u

- Among the records above, which one has the highest HOMO level?
  C15H26ClF4N4O9P2S2